Entry 1:
A single C4H6OS3 molecule, computed with wB97M-V/def2-TZVPD.

Geometry as XYZ:
```
14
Properties=species:S:1:pos:R:3
C 3.389 -0.147 1.182
S 2.414 -0.847 -0.155
C 1.574 0.549 -1.026
S 0.235 1.310 -0.060
C -1.013 0.065 -0.270
O -0.721 -1.001 -0.723
C -2.318 0.434 0.400
S -3.662 -0.461 0.302
H 2.873 0.493 1.941
H 4.315 0.291 0.892
H 3.702 -0.961 1.914
H 1.246 0.075 -1.954
H 2.320 1.336 -1.091
H -2.264 1.341 0.979
```

Properties
- HOMO (eV) = -8.81
- structure (SMILES) = CSCSC(=O)C=S
- LUMO level (Eh) = -0.0554
- multiplicity = 1
- molecular weight (g/mol) = 166.3
- gap between HOMO and LUMO (eV) = 7.307


Entry 2:
A single C7H10 molecule, computed with wB97M-V/def2-TZVPD.

Geometry as XYZ:
```
17
Properties=species:S:1:pos:R:3
C -1.299 -1.553 -1.742
C -0.533 -0.991 -1.001
C 0.376 -0.252 -0.142
C -0.198 0.230 1.185
C -1.565 0.895 1.050
C 1.377 0.622 -0.871
C 1.838 -0.625 -0.182
H -1.976 -2.025 -2.423
H 0.521 0.932 1.627
H -0.263 -0.619 1.878
H -1.539 1.703 0.310
H -1.895 1.312 2.007
H -2.312 0.166 0.721
H 1.332 0.617 -1.956
H 1.617 1.585 -0.424
H 2.390 -0.519 0.750
H 2.129 -1.477 -0.789
```

Properties
- HOMO (eV) = -9.31
- structure (SMILES) = C#CC1(CC)CC1
- LUMO level (Eh) = 0.0421
- multiplicity = 1
- molecular weight (g/mol) = 94.2
- gap between HOMO and LUMO (eV) = 10.456


Entry 3:
A gas-phase ion, C4H8NO (charge +1), computed with wB97M-V/def2-TZVPD.

Geometry as XYZ:
```
14
Properties=species:S:1:pos:R:3
C -0.685 -0.822 -0.235
N 0.478 -0.076 0.098
C 0.185 0.904 1.220
C 0.075 2.039 0.274
O -0.334 3.165 0.258
C 0.647 1.133 -0.853
H -1.595 -0.237 -0.173
H -0.582 -1.140 -1.229
H -0.691 -1.732 0.369
H 1.301 -0.637 0.234
H 0.996 0.993 1.969
H -0.672 0.711 2.019
H 0.197 0.712 -1.761
H 1.782 1.421 -1.070
```

Properties
- HOMO (eV) = -15.16
- structure (SMILES) = C[NH+]1CC(=O)C1
- LUMO level (Eh) = -0.1549
- total charge = +1
- multiplicity = 1
- molecular weight (g/mol) = 86.1
- gap between HOMO and LUMO (eV) = 10.946


Entry 4:
A gas-phase ion, C7H14NO (charge -1), computed with wB97M-V/def2-TZVPD.

Geometry as XYZ:
```
23
Properties=species:S:1:pos:R:3
C -2.439 1.231 -1.596
C -2.725 1.210 -0.121
C -2.047 0.083 0.903
N -0.555 -0.043 0.687
C 0.002 -1.337 1.238
C 1.311 -1.907 0.423
C 2.360 -0.699 -0.063
O 1.862 0.067 -1.207
C 1.777 1.506 -0.959
H -2.773 0.276 -2.222
H -1.949 2.194 -2.075
H -3.476 1.994 0.355
H -2.229 0.474 1.992
H -2.634 -0.935 0.733
H 0.215 -1.240 2.404
H -0.842 -2.173 1.123
H 1.045 -2.624 -0.469
H 1.929 -2.562 1.201
H 3.324 -1.289 -0.448
H 2.713 -0.077 0.859
H 2.119 1.870 0.096
H 0.639 1.834 -1.093
H 2.374 2.146 -1.763
```

Properties
- HOMO (eV) = -1.52
- LUMO level (Eh) = 0.1487
- total charge = -1
- multiplicity = 1
- molecular weight (g/mol) = 128.2
- gap between HOMO and LUMO (eV) = 5.567


Entry 5:
A molecular structure, C23H18N4ReS5Sb, computed with wB97M-V/def2-TZVPD.

Geometry as XYZ:
```
52
Properties=species:S:1:pos:R:3
Re 0.276 1.292 -2.332
S -0.321 3.338 -1.521
C -1.166 2.804 -0.080
N -1.737 3.774 0.641
N -2.280 3.654 1.779
C -2.240 2.634 2.756
C -1.098 1.858 2.972
C -1.092 0.938 3.998
C -2.218 0.771 4.800
C -3.343 1.557 4.595
C -3.353 2.503 3.587
N -1.323 1.513 0.137
N -0.881 0.676 -0.728
C -1.275 -0.671 -0.498
C -0.770 -1.693 -1.299
C -1.138 -3.006 -1.073
C -2.017 -3.316 -0.048
C -2.528 -2.302 0.754
C -2.161 -0.989 0.540
H -2.809 4.484 2.027
H -0.211 2.010 2.375
H -0.198 0.360 4.187
H -2.205 0.042 5.599
H -4.208 1.440 5.233
H -4.227 3.124 3.427
H -0.079 -1.457 -2.093
H -0.741 -3.790 -1.704
H -2.308 -4.343 0.127
H -3.219 -2.538 1.551
H -2.548 -0.199 1.165
S -2.912 -1.637 -4.285
Sb -1.396 -1.173 -5.862
S 0.638 0.019 -4.649
S -0.564 1.645 -4.400
S -1.099 -0.748 -8.026
C 4.205 -2.993 -1.261
C 3.200 -2.785 -2.212
C 2.502 -1.600 -2.252
C 2.751 -0.556 -1.344
C 1.981 0.666 -1.289
C 2.420 1.656 -0.377
C 3.536 1.492 0.433
C 4.213 0.293 0.437
C 3.825 -0.752 -0.426
C 4.522 -1.980 -0.395
H 4.741 -3.932 -1.225
H 2.973 -3.565 -2.927
H 1.761 -1.460 -3.024
H 1.897 2.597 -0.295
H 3.851 2.305 1.073
H 5.056 0.140 1.099
H 5.319 -2.100 0.328
```

Properties
- HOMO (alpha / beta) (eV) = -13.72 / -13.61
- LUMO level (alpha / beta) (Eh) = -0.3008 / -0.3309
- total charge = +2
- multiplicity = 1
- molecular weight (g/mol) = 818.7
- gap between HOMO and LUMO (alpha / beta) (eV) = 5.533 / 4.603


Entry 6:
A molecular structure, C27H24CeF9N8O4S2, computed with wB97M-V/def2-TZVPD.

Geometry as XYZ:
```
75
Properties=species:S:1:pos:R:3
Ce 10.965 10.898 11.217
S 10.014 9.472 9.115
C 9.846 7.771 9.587
C 9.382 6.929 8.484
N 8.949 6.398 7.581
C 10.225 7.258 10.743
S 11.043 8.084 12.126
C 10.004 5.870 10.957
N 9.843 4.733 11.204
N 11.155 9.302 17.525
C 11.121 9.476 16.200
N 10.329 8.683 15.484
N 11.921 10.414 15.733
C 11.811 10.800 14.516
N 11.733 11.138 13.403
H 10.679 8.579 18.070
H 11.851 9.862 18.001
H 9.767 7.894 15.883
H 10.528 8.704 14.504
C 14.985 9.631 15.614
O 14.561 9.689 14.296
C 15.227 10.428 13.347
C 16.124 11.456 13.694
C 16.743 12.218 12.683
C 16.687 11.766 11.353
C 15.965 10.609 11.092
C 15.218 10.011 12.053
N 14.650 8.768 11.877
C 14.158 8.133 10.833
C 13.853 8.679 9.593
C 14.052 7.896 8.435
C 13.876 8.422 7.209
C 13.529 9.783 7.082
C 13.322 10.598 8.189
C 13.399 10.004 9.488
O 13.015 10.640 10.580
H 14.550 8.684 16.002
H 14.591 10.478 16.224
H 16.032 9.610 15.817
H 16.193 11.805 14.677
H 17.332 13.171 12.884
H 17.201 12.333 10.562
H 15.982 10.147 10.136
H 14.793 8.188 12.674
H 14.006 7.130 11.038
H 14.269 6.814 8.417
H 13.882 7.879 6.293
H 13.491 10.323 6.127
H 12.945 11.623 8.128
F 5.485 11.711 11.585
C 6.711 11.275 11.264
F 6.816 11.460 9.964
F 6.880 10.037 11.569
C 7.829 12.049 12.014
O 9.052 11.886 11.493
C 7.500 13.594 11.932
F 8.529 14.291 12.319
F 7.122 14.017 10.682
F 6.528 13.883 12.823
C 7.977 11.589 13.534
F 8.584 12.544 14.281
F 6.876 11.294 14.124
F 8.816 10.483 13.524
C 10.162 11.952 6.902
N 9.591 12.992 7.813
C 8.287 13.554 7.462
C 10.030 13.093 9.050
O 11.026 12.497 9.545
H 9.483 11.083 6.784
H 11.185 11.681 7.217
H 10.149 12.422 5.932
H 8.508 14.109 6.538
H 7.958 14.202 8.254
H 7.543 12.719 7.404
H 9.499 13.789 9.576
```

Properties
- HOMO (alpha / beta) (eV) = -10.32 / -10.32
- LUMO level (alpha / beta) (Eh) = -0.1563 / -0.1564
- total charge = +1
- multiplicity = 1
- molecular weight (g/mol) = 899.8
- gap between HOMO and LUMO (alpha / beta) (eV) = 6.061 / 6.060


Result set for ΔE to the lowest compared entry with this formula, charge and spin: 24.7 55.2 42.5 107.8 23.2 34.6 kcal/mol, one per record in the order listed.
Result set for E: -38797.032 -7418.642 -7806.259 -11015.780 -92928.433 -107552.261 eV, one per record in the order listed.